*a*
Computed, not measured: a molecular structure, C31H25N6NaO4PS2, with the ωB97M-V functional and the def2-TZVPD basis.

Element x y z (Å)
Na -1.80357 -0.32277 0.52654
N -0.75224 0.21182 -3.21350
C 0.67111 0.29908 -3.38464
C 1.22432 -0.08870 -4.59751
C 2.59267 -0.00325 -4.80184
C 3.42022 0.44728 -3.78457
C 2.87480 0.81366 -2.56244
C 1.49887 0.75155 -2.34577
P 0.71912 1.13458 -0.72822
C 0.21739 2.88150 -0.93402
C -0.65383 3.38745 0.03464
C -1.09472 4.70046 -0.04053
C -0.68514 5.51485 -1.08797
C 0.17690 5.01649 -2.05486
C 0.63304 3.70635 -1.97635
C 2.12771 1.22721 0.42030
C 2.54530 2.41973 1.00878
C 3.55458 2.40606 1.96219
C 4.14479 1.20829 2.33886
C 3.73840 0.01485 1.75708
C 2.73561 0.02948 0.79853
H -0.94047 0.21434 -2.21136
H -1.20928 1.04277 -3.57636
H 0.56619 -0.45883 -5.37400
H 3.01418 -0.30521 -5.75244
H 4.49065 0.50182 -3.93538
H 3.51861 1.14342 -1.75669
H -0.95246 2.74761 0.86065
H -1.76263 5.08691 0.71898
H -1.03644 6.53717 -1.15074
H 0.50185 5.65171 -2.86974
H 1.31421 3.32329 -2.72722
H 2.07846 3.35751 0.73679
H 3.86568 3.33531 2.42383
H 4.90879 1.19338 3.10574
H 4.15572 -0.92513 2.10270
H 2.39888 -0.90719 0.36748
O 3.56091 -4.80633 2.66252
C 3.31328 -3.63110 2.98152
O 3.96064 -2.81303 3.66619
C 2.01494 -3.05176 2.37095
C 1.56557 -3.51216 1.13705
C 0.49717 -2.87729 0.53698
N -0.14343 -1.84038 1.08408
C 0.22355 -1.44915 2.31172
C 1.29929 -2.03032 2.97707
C -0.54440 -0.31376 2.99337
O -0.79344 -0.45751 4.19042
O -0.88032 0.68887 2.26607
H 2.07406 -4.34419 0.66899
H 0.14066 -3.18793 -0.44158
H 1.60044 -1.65670 3.94532
N -2.72574 -2.15778 -3.25222
C -3.42660 -2.48364 -2.13548
N -3.39985 -1.83345 -1.00959
C -4.28891 -2.38673 -0.09764
C -4.99392 -3.45242 -0.54512
S -4.54703 -3.82463 -2.16692
C -4.40207 -1.84111 1.26293
C -4.99541 -2.46791 2.30892
S -4.85999 -1.50034 3.73063
C -3.99637 -0.29886 2.80830
N -3.86599 -0.60443 1.54595
N -3.49019 0.83063 3.37278
H -1.98503 -1.46271 -3.18175
H -2.58342 -2.87576 -3.94017
H -5.73644 -4.02850 -0.02181
H -5.45163 -3.44213 2.33594
H -3.36700 0.75200 4.37324
H -2.57064 1.06568 2.96438

Computed properties:
HOMO energy ... -5.04 eV
Frontier orbital gap ... 6.7 eV
LUMO energy ... 1.70 eV
Spin multiplicity ... 1
Total charge ... -1

Partial charges, Mulliken, in e:
1. Na 0.72
2. N -0.60
3. C -0.02
4. C -0.39
5. C -0.51
6. C -0.80
7. C -0.24
8. C -0.01
9. P 1.18
10. C 0.21
11. C -0.24
12. C -0.69
13. C -0.48
14. C -0.69
15. C -0.55
16. C 0.49
17. C -0.60
18. C -0.63
19. C -0.68
20. C -0.68
21. C -0.04
22. H 0.03
23. H 0.23
24. H 0.44
25. H 0.37
26. H 0.43
27. H 0.44
28. H 0.57
29. H 0.44
30. H 0.36
31. H 0.40
32. H 0.44
33. H 0.30
34. H 0.38
35. H 0.41
36. H 0.24
37. H 0.51
38. O -0.75
39. C 0.36
40. O -0.71
41. C 0.33
42. C -0.85
43. C -0.45
44. N 0.11
45. C 1.13
46. C -0.68
47. C -0.14
48. O -0.78
49. O -0.63
50. H 0.45
51. H 0.38
52. H 0.50
53. N -0.40
54. C 0.53
55. N -0.19
56. C -0.07
57. C -0.39
58. S -0.27
59. C 0.21
60. C -0.44
61. S -0.24
62. C 0.40
63. N -0.39
64. N -0.52
65. H 0.15
66. H 0.23
67. H 0.40
68. H 0.36
69. H 0.33
70. H 0.26

***

*b*
Computed, not measured: a molecular structure, C31H25N6NaO4PS2, with the ωB97M-V functional and the def2-TZVPD basis.

Element x y z (Å)
Na -0.39990 -0.81127 -1.56131
N 2.18594 -2.11645 0.61682
C 2.42829 -1.30990 1.79475
C 3.05873 -1.91724 2.86814
C 3.32206 -1.19946 4.02533
C 2.93852 0.13256 4.10735
C 2.30108 0.73241 3.03371
C 2.03988 0.03009 1.86322
P 1.14478 0.71280 0.41222
C 2.52818 1.49412 -0.50599
C 2.39696 1.60553 -1.88797
C 3.40465 2.17186 -2.65441
C 4.56162 2.63516 -2.04434
C 4.70269 2.53249 -0.66767
C 3.69051 1.96968 0.09321
C 0.27183 2.12814 1.15848
C 0.51409 3.44285 0.79145
C -0.25933 4.46637 1.31739
C -1.28674 4.18191 2.20458
C -1.53437 2.86922 2.58370
C -0.74506 1.85429 2.06853
H 1.23431 -1.91931 0.29865
H 2.77748 -1.79249 -0.14565
H 3.32962 -2.95803 2.78011
H 3.81006 -1.68012 4.85927
H 3.11997 0.69954 5.00798
H 1.97545 1.76215 3.11685
H 1.48552 1.27398 -2.36853
H 3.27652 2.24931 -3.72414
H 5.34914 3.07574 -2.64085
H 5.60165 2.89137 -0.18513
H 3.81280 1.88945 1.16834
H 1.28749 3.67471 0.06820
H -0.07296 5.48613 1.01170
H -1.91315 4.97515 2.58333
H -2.37725 2.62519 3.21544
H -0.96121 0.83182 2.35214
O -5.56222 -0.01259 3.45447
C -4.90865 0.80471 2.78965
O -4.84902 2.04144 2.90263
C -3.91269 0.20753 1.78738
C -3.31645 -1.02450 2.03868
C -2.30316 -1.46467 1.21216
N -1.84388 -0.76536 0.17205
C -2.49898 0.36692 -0.14436
C -3.52689 0.87553 0.63443
C -2.10241 1.12355 -1.44037
O -3.02491 1.53080 -2.13252
O -0.86244 1.23314 -1.70854
H -3.64971 -1.60070 2.88996
H -1.79506 -2.40063 1.41820
H -3.98414 1.82194 0.38551
N 1.09882 -4.72598 -0.23996
C 0.12645 -4.62727 -1.18984
N -0.18819 -3.51586 -1.77133
C -1.19250 -3.75043 -2.70992
C -1.60052 -5.03614 -2.81637
S -0.72246 -6.02403 -1.71422
C -1.75439 -2.63152 -3.51342
C -2.89524 -2.68716 -4.23693
S -3.17373 -1.17617 -5.00185
C -1.72788 -0.56697 -4.30544
N -1.08223 -1.42312 -3.56015
N -1.30030 0.71252 -4.51239
H 1.39346 -3.87744 0.24470
H 1.09041 -5.55913 0.32814
H -2.34030 -5.44149 -3.47586
H -3.58123 -3.50215 -4.33834
H -2.05167 1.30843 -4.84455
H -0.95777 1.09707 -3.61651

Computed properties:
HOMO energy ... -4.95 eV
Frontier orbital gap ... 6.7 eV
LUMO energy ... 1.74 eV
Spin multiplicity ... 1
Total charge ... -1

Partial charges, Mulliken, in e:
1. Na 0.87
2. N -0.68
3. C -0.06
4. C -0.38
5. C -0.57
6. C -0.80
7. C -0.05
8. C 0.01
9. P 1.31
10. C -0.09
11. C -0.01
12. C -0.72
13. C -0.48
14. C -0.75
15. C -0.18
16. C 0.40
17. C -0.71
18. C -0.68
19. C -0.65
20. C -0.73
21. C -0.10
22. H 0.10
23. H 0.23
24. H 0.46
25. H 0.38
26. H 0.43
27. H 0.49
28. H 0.26
29. H 0.44
30. H 0.37
31. H 0.41
32. H 0.37
33. H 0.30
34. H 0.37
35. H 0.40
36. H 0.25
37. H 0.51
38. O -0.76
39. C 0.28
40. O -0.70
41. C 0.34
42. C -0.98
43. C -0.38
44. N 0.19
45. C 1.19
46. C -0.68
47. C -0.16
48. O -0.78
49. O -0.66
50. H 0.45
51. H 0.39
52. H 0.53
53. N -0.41
54. C 0.58
55. N -0.17
56. C -0.13
57. C -0.43
58. S -0.27
59. C 0.15
60. C -0.42
61. S -0.26
62. C 0.39
63. N -0.37
64. N -0.50
65. H 0.21
66. H 0.22
67. H 0.42
68. H 0.39
69. H 0.31
70. H 0.25

***

Least stable: *b*

***

*a*
Computed, not measured: a molecular structure, C21H25NO3, with the ωB97M-V functional and the def2-TZVPD basis.

Element x y z (Å)
C -1.10588 0.14076 5.36143
H -0.34606 0.57473 6.13562
O -1.16819 1.03100 4.21501
C 0.11304 0.96870 3.39193
C 1.39228 0.33999 3.67452
C 2.43773 0.15197 2.84076
C 2.49836 0.82796 1.72926
C 1.22241 1.85810 1.33611
C 0.07862 1.77554 2.09205
C -1.10957 2.50518 1.81429
N -2.27037 1.75825 0.81006
C -2.95725 0.79927 1.31554
C -2.07815 -0.52086 1.38231
C -1.98714 -0.97679 -0.07357
H -1.38587 -1.80159 -0.22078
H -2.75653 -1.10653 -0.71117
C -0.81490 0.12395 -0.53702
C -0.65608 -0.19310 -2.08801
O -1.71993 0.05965 -2.87176
C 0.64832 -0.58761 -2.43873
C 1.75191 0.45355 -2.18716
C 2.96661 -0.10810 -2.54473
C 3.18662 -1.14722 -3.17032
C 2.23320 -2.14320 -3.49424
C 0.79892 -1.44166 -3.26464
O -0.14668 -2.42225 -3.31223
C 0.26385 -3.62576 -4.06707
H -1.06787 -4.05347 -4.22887
H 0.54195 -3.56622 -5.13539
H 0.77417 -4.39361 -3.52491
H 2.39507 -2.81914 -4.05489
H 4.34431 -1.22393 -3.51592
H 3.79296 0.75049 -2.19483
H 1.64705 1.32559 -1.59370
H 0.04717 0.11578 -0.08021
C -1.87350 1.48590 -0.43653
H -1.01932 2.49070 -0.82810
H -2.58204 1.25981 -0.99365
H -1.38911 -0.71397 1.95322
H -3.05825 -1.52745 1.64105
H -3.04149 0.87322 2.65826
H -3.88549 0.45718 0.86434
H -1.63299 2.70652 2.60363
H -0.68512 3.35880 1.25013
H 1.21057 2.41808 0.39819
H 3.26333 1.11902 1.24645
H 3.29289 -0.38105 3.23095
H 1.35328 -0.41613 4.72009
H -1.08348 -0.76954 5.05419
H -2.11143 0.29598 5.59940

Computed properties:
HOMO energy ... -7.53 eV
Frontier orbital gap ... 7.5 eV
LUMO energy ... -0.02 eV
Spin multiplicity ... 1

Partial charges, Mulliken, in e:
1. C -1.20
2. H 0.24
3. O -0.22
4. C 0.18
5. C -0.14
6. C -0.74
7. C -0.84
8. C -0.52
9. C 1.66
10. C -2.37
11. N 0.14
12. C -0.46
13. C -0.83
14. C -1.71
15. H 0.69
16. H 0.45
17. C -0.31
18. C -0.31
19. O -0.70
20. C -0.43
21. C -0.61
22. C -0.56
23. C -0.12
24. C -1.23
25. C 1.89
26. O -0.24
27. C -0.99
28. H 0.20
29. H 0.41
30. H 0.42
31. H 0.73
32. H 0.16
33. H 0.11
34. H 0.52
35. H 1.41
36. C -1.50
37. H 0.09
38. H 1.14
39. H 0.68
40. H 0.25
41. H 0.09
42. H 0.57
43. H 0.86
44. H 0.45
45. H 0.49
46. H 0.75
47. H 0.40
48. H 0.08
49. H 0.54
50. H 0.44

***

*b*
Computed, not measured: a molecular structure, C21H25NO3, with the ωB97M-V functional and the def2-TZVPD basis.

Element x y z (Å)
C -4.24803 -2.47372 -0.31479
C -4.09544 -1.14316 -1.12579
C -2.84558 -0.24360 -0.77273
C -2.93557 0.99960 -1.46212
O -1.77318 1.58096 -1.40941
C -1.63535 2.14819 0.10594
C -0.63029 3.22835 0.17804
C 0.70141 2.95755 -0.87141
N 1.22934 1.73222 -0.33502
C 2.15215 1.63319 0.80935
O 2.51779 2.86535 1.36355
C 2.36325 0.34476 1.17721
C 3.34754 -0.57010 0.10721
C 4.65107 0.12783 0.05390
C 5.39745 -0.51959 -1.11648
C 4.81296 -1.52267 -1.68201
C 3.62668 -2.09861 -1.56190
C 2.77399 -1.43992 -0.52159
O 1.64654 -1.77913 -0.53285
C 0.78432 -1.48784 0.75080
C 1.16278 -0.54094 1.43083
C 0.27746 -0.15524 2.76532
C -0.79250 -0.82302 2.87217
C -1.23129 -1.88183 2.10367
C -0.37336 -2.06296 0.60139
H -0.55865 -2.98645 0.13473
H -2.07438 -2.66383 2.08477
H -1.37037 -0.53705 3.63425
H 0.62205 0.49113 3.40574
H 3.19726 -2.74828 -2.16173
H 5.49462 -1.80735 -2.64668
H 6.38735 -0.18151 -1.26156
H 5.05528 0.85727 0.67488
H 3.01355 0.23314 2.18747
H 0.82424 0.78767 -0.56213
H 1.52383 3.91730 -0.60566
H 0.51054 2.79779 -1.97457
H -0.96642 4.24832 -0.21870
H -0.29589 3.66911 1.05149
H -1.34460 1.55048 0.80318
H -2.43974 2.54591 0.63570
H -3.98871 1.70107 -0.84929
H -3.17380 0.85676 -2.48793
H -3.02338 -0.34114 0.36471
H -2.21293 -0.82378 -1.10915
H -4.98358 -0.61732 -0.88382
H -4.17468 -1.41041 -2.15878
H -3.28692 -3.21381 -0.59764
H -5.15474 -2.94290 -0.79937
H -4.46406 -2.25779 0.72682

Computed properties:
HOMO energy ... -8.27 eV
Frontier orbital gap ... 7.5 eV
LUMO energy ... -0.82 eV
Spin multiplicity ... 1

Partial charges, Mulliken, in e:
1. C -0.92
2. C -1.14
3. C 0.16
4. C -0.54
5. O -0.26
6. C -0.75
7. C -0.99
8. C -0.71
9. N 0.23
10. C 0.04
11. O -0.74
12. C 0.42
13. C 0.59
14. C -0.87
15. C -0.80
16. C -0.08
17. C -1.38
18. C 0.88
19. O -0.41
20. C 2.04
21. C -1.11
22. C -1.19
23. C -0.62
24. C -0.69
25. C -1.15
26. H 0.65
27. H 0.36
28. H 0.57
29. H 0.84
30. H 0.68
31. H 0.10
32. H 0.43
33. H 0.56
34. H 0.46
35. H 0.15
36. H 0.29
37. H 0.36
38. H 0.40
39. H 0.55
40. H 0.36
41. H 0.60
42. H 0.19
43. H 0.36
44. H 0.03
45. H 0.25
46. H 0.47
47. H 0.50
48. H 0.10
49. H 0.41
50. H 0.29

***

Least stable: *a*